No. 1
{
  "formula": "C27H35IN4P2W",
  "method": "wB97M-V/def2-TZVPD",
  "symbols": ["W", "C", "C", "C", "C", "C", "C", "C", "C", "C", "H", "H", "H", "H", "H", "H", "H", "H", "H", "H", "H", "H", "H", "H", "H", "P", "P", "N", "N", "N", "N", "C", "C", "C", "C", "C", "C", "C", "C", "C", "C", "C", "C", "C", "C", "C", "C", "C", "C", "H", "H", "H", "H", "H", "H", "H", "H", "H", "H", "H", "H", "H", "H", "H", "H", "H", "H", "H", "H", "I"],
  "xyz": [[-0.9493, 1.4998, -0.9376], [-2.0411, 1.6230, -2.6377], [-1.5418, 0.2826, -2.5173], [-0.4148, -0.2576, -3.3999], [0.8650, 0.5879, -3.2839], [0.8571, 1.2630, -1.9230], [0.4733, 2.6603, -1.8114], [-0.1831, 3.4202, -2.9436], [-1.4233, 2.6790, -3.5369], [-0.1684, 1.7467, 1.2078], [-3.0951, 1.7713, -2.3869], [-2.2338, -0.4989, -2.1810], [-0.6862, -0.3877, -4.4587], [-0.1896, -1.2787, -3.0645], [1.7509, -0.0592, -3.3851], [0.9804, 1.3240, -4.0904], [1.6927, 0.9540, -1.2589], [1.1364, 3.2308, -1.1469], [0.5435, 3.6144, -3.7574], [-0.4925, 4.4218, -2.5989], [-2.1856, 3.4491, -3.7398], [-1.2006, 2.2724, -4.5361], [-1.0691, 2.1366, 1.7147], [0.5345, 2.5750, 0.9956], [0.3434, 1.0430, 1.8871], [1.8418, -0.7263, 1.1922], [-1.3794, -1.1934, 1.4815], [3.3044, -0.0281, 0.3544], [2.6880, -1.7209, 2.2517], [-2.1043, 0.0600, 0.3408], [-2.5555, -2.4609, 1.7122], [1.0329, -1.8159, -0.0499], [-0.4613, -2.1540, 0.2023], [3.5436, 1.3592, 0.3947], [4.7774, 1.6122, -0.1797], [5.3192, 0.3599, -0.6199], [4.3951, -0.6333, -0.2904], [3.4052, -1.1063, 3.3062], [4.1465, -2.0795, 3.9443], [3.8672, -3.3389, 3.3149], [2.9502, -3.1003, 2.2852], [-2.0168, 3.1834, -0.3709], [-3.2426, 2.9644, 0.2259], [-3.9075, 1.7362, 0.4807], [-3.3613, 0.4646, 0.6003], [-3.5862, -2.6666, 0.7789], [-4.6759, -3.2006, 1.4457], [-4.3229, -3.3102, 2.8369], [-3.0068, -2.9122, 2.9574], [1.6172, -2.7449, -0.0832], [1.1480, -1.3286, -1.0304], [-1.0556, -2.0986, -0.7300], [-0.5520, -3.2028, 0.5475], [2.8199, 2.0126, 0.8496], [5.2415, 2.5831, -0.2419], [6.2818, 0.2105, -1.0762], [4.4341, -1.7047, -0.4055], [3.2697, -0.0439, 3.4866], [4.8349, -1.9010, 4.7627], [4.3157, -4.2860, 3.5788], [2.4412, -3.7676, 1.6066], [-1.6247, 4.2127, -0.3743], [-3.8369, 3.8137, 0.6073], [-4.9717, 1.7658, 0.7204], [-4.0548, -0.2514, 1.0572], [-3.4166, -2.4409, -0.2654], [-5.6131, -3.5137, 0.9982], [-4.9576, -3.6397, 3.6446], [-2.3357, -2.9428, 3.8012], [-1.9393, -0.0971, 3.7413]],
  "multiplicity": 3,
  "total_energy_ev": -63006.404,
  "homo_lumo_gap_ev": [4.20, 4.06],
  "de_lowest_kj_mol": 123.96,
  "total_charge": 2,
  "e_lumo_ev": [-8.97, -9.11],
  "s_squared": 2.04
}

No. 2
{
  "formula": "C27H35N3O3",
  "method": "wB97M-V/def2-TZVPD",
  "symbols": ["C", "H", "H", "H", "O", "C", "C", "C", "C", "C", "C", "N", "C", "C", "N", "C", "O", "C", "N", "C", "O", "C", "C", "C", "C", "C", "C", "H", "H", "H", "H", "H", "H", "H", "H", "H", "H", "H", "H", "H", "C", "C", "C", "C", "C", "C", "C", "H", "H", "H", "H", "H", "H", "H", "C", "H", "C", "H", "H", "H", "H", "H", "H", "H", "H", "H", "H", "H"],
  "xyz": [[4.5597, 0.3378, -2.8826], [5.5063, 0.8890, -2.8885], [4.1027, 0.4041, -3.8693], [4.7524, -0.7133, -2.6442], [3.6298, 0.9070, -1.9980], [3.9155, 0.9029, -0.6543], [5.1174, 0.4609, -0.1306], [5.3683, 0.5196, 1.2327], [4.3999, 1.0105, 2.0819], [3.1887, 1.4447, 1.5718], [2.9176, 1.4175, 0.2061], [1.7507, 1.9470, -0.3202], [0.9606, 2.8933, 0.4218], [-0.2302, 2.2191, 1.1298], [-0.6986, 1.1113, 0.3125], [-1.0139, -0.0437, 0.9256], [-1.1030, -0.1220, 2.1411], [-1.3774, -1.2596, 0.0598], [-2.8242, -1.3544, 0.0522], [-3.5577, -0.8179, -0.9465], [-3.0368, -0.4161, -1.9722], [-5.0736, -0.8082, -0.7607], [-5.5742, -0.8758, 0.6841], [-5.1868, 0.3732, 1.4744], [-5.7384, 1.6185, 0.7867], [-5.2346, 1.6979, -0.6509], [-5.6333, 0.4507, -1.4351], [-5.2404, 0.5130, -2.4504], [-6.7218, 0.3805, -1.4878], [-4.1458, 1.7864, -0.6524], [-5.6432, 2.5843, -1.1404], [-5.4368, 2.5112, 1.3386], [-6.8306, 1.5791, 0.7855], [-4.1006, 0.4583, 1.5507], [-5.5845, 0.3013, 2.4893], [-5.2224, -1.7808, 1.1860], [-6.6655, -0.9407, 0.6524], [-5.4401, -1.6880, -1.3059], [-3.2467, -1.5736, 0.9396], [-1.0577, -1.1530, -0.9763], [-0.7401, -2.5168, 0.6607], [0.7459, -2.4788, 0.4369], [1.2706, -2.7884, -0.8122], [2.6354, -2.7449, -1.0326], [3.4919, -2.3915, -0.0041], [2.9765, -2.0640, 1.2377], [1.6107, -2.1010, 1.4545], [1.2086, -1.8373, 2.4214], [3.6417, -1.7771, 2.0374], [4.5592, -2.3723, -0.1659], [3.0293, -2.9960, -2.0074], [0.6049, -3.0758, -1.6145], [-1.1750, -3.3950, 0.1787], [-0.9608, -2.5453, 1.7292], [-0.4836, 1.3362, -1.0982], [-0.8794, 2.3289, -1.3333], [1.0247, 1.2754, -1.3844], [1.3458, 0.2321, -1.4265], [1.2354, 1.7419, -2.3550], [-1.0352, 0.6264, -1.7118], [-1.0414, 2.9406, 1.2862], [0.0541, 1.8060, 2.1004], [1.5896, 3.4109, 1.1451], [0.5905, 3.6457, -0.2856], [2.4382, 1.8016, 2.2588], [4.5751, 1.0520, 3.1467], [6.3187, 0.1799, 1.6155], [5.8889, 0.0852, -0.7841]],
  "multiplicity": 1,
  "total_energy_ev": -39181.232,
  "homo_lumo_gap_ev": 8.19,
  "smiles": "COc1ccccc1N1CCN(C(=O)[C@@H](Cc2ccccc2)NC(=O)C2CCCCC2)CC1",
  "de_lowest_kj_mol": 139.20,
  "total_charge": 0,
  "e_lumo_ev": 0.78
}